Record 1
The following is a DFT calculation (ωB97M-V with the def2-TZVPD basis set) of C18H44FeN2O6 as an isolated structure.

```
71
Properties=species:S:1:pos:R:3:forces:R:3:lowdin_charge:R:1
H 2.676692 1.322196 -1.447139 -0.319 -0.033 -0.048 0.086
H -4.288514 2.227321 -2.117101 0.146 -0.125 -0.186 0.114
C -4.164805 4.030572 -1.040400 0.765 -0.563 0.056 -0.192
O 0.984374 1.447172 2.149722 0.230 0.444 0.793 -0.049
C 2.714960 -2.445559 -1.324427 -0.745 0.380 0.805 -0.028
H 0.168921 -2.312399 3.033034 0.245 0.202 -0.662 0.065
H 2.277104 -5.350814 -0.667963 -0.281 0.082 0.133 0.106
O 1.617811 -1.230897 1.181289 -0.915 1.169 -0.290 -0.295
N -1.761226 2.436395 -0.586812 -0.883 -1.579 -0.012 -0.150
H 0.151017 -1.647063 -1.565033 0.166 0.165 0.177 0.045
H -0.244616 3.331335 -2.733145 0.099 0.245 -0.301 0.074
H -4.373784 2.512287 0.468241 0.281 -0.184 0.245 0.122
H 4.335261 -4.296049 -0.675081 0.675 0.469 0.378 0.113
H -3.722744 5.027058 -1.132827 -0.012 -0.027 0.039 0.109
H -2.160571 5.304847 1.194564 0.486 0.077 0.365 0.083
H -1.698348 -1.267066 1.376303 0.291 0.000 0.030 0.067
H -0.635394 -2.599711 0.555498 0.184 -0.052 -0.261 0.045
C -3.649568 3.113715 -2.127319 0.125 0.543 -0.067 -0.143
H 3.312921 -6.164839 0.463528 -0.189 -0.093 0.264 0.109
H -2.549901 3.228750 2.668630 -0.338 -0.079 -0.104 0.093
H 4.337669 -4.146523 1.168882 0.467 0.056 -0.280 0.119
O -1.372211 -0.422074 1.048852 -0.877 0.056 0.380 -0.064
H 2.494690 -1.380261 -1.414889 -0.376 -0.181 -0.223 0.051
H -1.622881 5.146738 -0.432091 0.162 -0.151 0.017 0.051
C -2.148918 2.710700 -2.001390 -0.477 0.628 0.205 -0.489
H 5.182001 -2.003678 -0.153299 -0.159 -0.382 -0.078 0.081
C 0.655874 -3.291412 2.907454 -1.919 1.017 0.261 -0.047
H -0.513624 -0.490596 -2.329944 -0.087 0.176 0.227 0.040
C 3.769251 -4.091119 0.236869 -0.598 -0.376 0.006 -0.154
C -2.275647 3.273455 0.513478 0.653 -0.004 -1.247 -0.518
C 1.099604 -3.541614 1.468493 1.844 0.515 0.589 -0.520
H 2.252731 -5.174760 2.395892 0.057 0.316 0.070 0.119
H 1.707264 2.056224 2.332712 -0.002 -0.050 -0.167 0.090
H -3.803268 3.674039 -3.055740 0.130 -0.593 -0.324 0.114
H 0.230126 -3.819879 -0.456982 -0.252 0.209 -0.125 0.074
O 0.040073 -0.686295 -1.566354 0.123 -0.620 -0.206 -0.061
H -1.235954 4.713944 -2.223542 0.111 -0.088 0.043 0.060
H -0.801237 -4.348455 0.843499 -0.085 0.088 0.101 0.086
H 3.093287 1.432368 0.022356 -0.043 -0.172 -0.009 0.070
N 2.131281 -2.532002 1.197739 0.030 0.612 -0.358 -0.149
H 0.944922 -5.577409 1.283512 0.183 -0.371 0.582 0.111
C -2.076722 2.636425 1.885832 0.913 -0.334 -0.024 -0.036
C -1.984891 1.420959 -2.781525 0.633 -0.854 0.029 -0.062
H -4.031379 4.220985 0.990701 -0.513 -0.662 0.593 0.113
H -2.410702 1.596569 1.912414 -0.467 0.340 0.179 0.062
H -2.145970 0.161369 1.008590 0.276 0.022 -0.380 0.050
C 1.801443 -4.905502 1.441662 -1.393 -1.721 -0.593 -0.142
H 0.527377 1.334765 2.991130 0.012 -0.233 -0.124 0.087
C -3.777412 3.406600 0.297644 -0.480 2.372 0.168 -0.150
H -0.536584 4.536837 0.834440 0.007 0.136 0.095 0.080
C 2.762992 -5.236321 0.307317 0.056 1.331 -0.069 -0.183
C 4.303429 -1.720931 0.441466 1.205 0.072 0.354 -0.052
H -1.018887 2.585668 2.159484 -0.101 0.175 -0.307 0.055
H 3.463901 -2.687514 -2.077303 0.268 -0.168 0.294 0.083
H -2.158619 1.513568 -3.854500 -0.312 0.235 0.047 0.093
H -2.593200 0.612604 -2.367641 -0.220 0.140 -0.034 0.091
C 3.134554 -2.675918 0.156926 1.119 -0.628 -0.942 -0.503
H -1.682765 3.939675 -3.706940 0.386 -0.250 -0.230 0.078
H 1.836568 -3.070162 -1.507381 -0.051 0.226 -0.368 0.059
O -0.394996 2.123165 -0.521680 0.664 -0.359 0.755 -0.291
H -0.212996 -3.923933 3.130135 0.540 -0.597 0.364 0.084
H -5.244419 4.150120 -1.145042 -0.022 -0.012 0.158 0.111
C -1.249322 3.746715 -2.725251 -0.528 0.051 0.675 -0.030
H 4.627453 -1.829749 1.480297 -0.186 -0.009 0.046 0.085
H 1.394216 -3.225079 3.703766 0.386 -0.802 -0.324 0.088
H -0.947586 1.098518 -2.680297 0.039 0.358 -0.043 0.048
H 4.267367 -0.646712 0.244929 -0.999 -0.102 -0.025 0.055
C -0.114403 -3.554045 0.545556 0.236 -0.254 -0.186 -0.024
Fe 0.512524 0.409930 0.389439 0.194 -0.488 -1.002 0.773
O 2.368610 1.157629 -0.550023 0.448 0.299 0.102 -0.041
C -1.574202 4.655121 0.536784 -1.005 -0.012 -0.025 -0.020
```
Forces are in eV/Å.

## Properties
- expectation value of S² = 6.0074
- Kohn-Sham gap (spin up / spin down) (eV) = 6.25 / 6.24
- 2S+1 = 5
- HOMO level (spin up / spin down) (eV) = -6.1807 / -6.1824
- energy (a.u.) = -2536.7683
- relative energy (zero: lowest compared OMol25 entry of this formula, charge and spin) (kcal/mol) = 6.9

***

Record 2
The following is a DFT calculation (ωB97M-V with the def2-TZVPD basis set) of C47H36BF4N4O3PTa as an isolated structure.

```
97
Properties=species:S:1:pos:R:3:forces:R:3:lowdin_charge:R:1
H -2.040155 1.271539 0.680923 -0.217 -0.025 0.082 0.080
C 0.085844 2.662030 1.916963 -0.116 0.138 -0.290 -0.372
C -5.033975 -0.520763 -1.667474 -0.001 0.005 -0.051 -0.050
H -1.410801 3.824688 -5.892575 -0.004 -0.003 0.014 0.112
H -2.381857 6.564519 1.366871 0.012 -0.011 0.000 0.124
H -1.048190 1.648622 -4.848772 0.010 0.002 0.002 0.102
C -0.095648 -2.768891 -0.877231 0.070 0.014 -0.089 -0.136
H 1.275963 2.845114 -0.850744 0.037 0.021 -0.027 0.062
H 3.345025 -3.249828 -2.516744 -0.002 -0.021 0.029 0.110
H -0.495562 3.577440 -1.061567 -0.117 0.012 0.144 0.066
H -0.919320 5.742423 -2.094402 0.000 -0.011 -0.010 0.115
C 2.023839 -1.886382 -1.497095 0.073 0.170 -0.115 -0.190
C -2.396228 0.290180 -1.986641 -0.004 -0.069 -0.074 -0.291
H 1.594756 -4.456029 4.992682 -0.017 0.008 -0.009 0.112
C 1.708081 -0.525935 -5.160405 -0.025 0.001 0.033 -0.056
C 2.831988 1.648707 -1.697720 -0.134 -0.149 0.024 -0.209
C 1.507597 -4.185081 -1.969688 -0.009 0.013 0.005 -0.056
C 1.364540 -2.429694 4.343715 -0.015 -0.060 0.065 -0.005
H 1.796112 -5.148033 -2.370487 -0.016 0.012 -0.016 0.112
C 2.192412 2.866812 -1.414420 0.003 -0.005 0.017 -0.038
H 5.749187 0.456318 -2.977289 -0.033 0.009 -0.021 0.132
F 3.441653 0.714134 2.739976 -0.063 -0.045 -0.206 0.225
H -2.400734 -0.232337 1.220403 0.130 -0.093 0.003 0.116
Ta 0.474304 0.116170 0.360876 0.412 1.304 -0.140 1.960
C 4.138215 -0.711478 -2.230051 -0.028 -0.008 -0.036 0.022
H 1.695623 -2.417658 -6.173485 -0.014 0.012 0.000 0.111
C 0.077835 -2.113975 2.324641 0.078 0.358 -0.398 -0.266
C 4.082547 1.679092 -2.339926 0.039 0.034 -0.109 -0.145
C 4.636287 2.919846 -2.734446 0.042 -0.072 0.025 -0.013
C 0.357327 -4.299628 3.238604 -0.060 0.014 0.006 -0.042
C 4.750275 0.452043 -2.556647 0.069 0.069 -0.014 0.032
C -0.945162 4.848051 -2.704116 0.015 0.018 0.016 -0.053
H 5.599392 2.922828 -3.230254 -0.016 -0.006 -0.003 0.121
C 0.481934 6.177899 3.155910 -0.027 0.008 -0.028 -0.073
C -3.213804 0.104165 -3.102270 -0.028 0.004 0.037 -0.064
C 0.788879 -1.685469 -0.880365 -0.628 -0.452 -0.014 -0.234
C -2.918255 0.087083 -0.720766 -0.097 -0.244 0.125 -0.285
H 2.218468 4.979224 -1.591461 0.005 -0.003 -0.006 0.116
H -0.841867 -3.865081 1.506203 0.055 -0.012 -0.040 0.112
H 4.631055 -1.659896 -2.379215 -0.030 0.009 -0.019 0.117
H -4.627012 -0.496532 0.440240 -0.007 0.007 -0.011 0.120
C -1.501246 6.100153 1.790803 0.059 0.029 -0.024 -0.006
C 0.703311 4.841651 2.896915 0.097 -0.008 -0.045 -0.018
C -1.264522 4.758169 1.517062 -0.111 0.038 0.024 -0.257
H -6.061005 -0.835378 -1.538884 0.010 -0.018 -0.008 0.115
H 1.162379 6.729119 3.789681 -0.005 -0.006 -0.003 0.107
C 0.250032 -4.001370 -1.411665 0.007 -0.002 -0.011 -0.068
C -1.016720 2.536764 -4.233054 -0.069 0.050 0.042 -0.088
C -0.204223 -3.469449 2.281908 -0.008 -0.137 0.079 0.008
C -0.763066 2.444262 -2.859752 -0.065 -0.039 -0.126 -0.312
H -0.827175 7.847174 2.810886 0.010 -0.007 -0.013 0.111
F 2.383961 -0.652225 1.153737 -0.108 -0.512 -0.206 0.014
C -1.224123 3.770525 -4.827856 0.012 -0.014 0.001 -0.056
H 1.950247 -2.005166 5.150071 -0.016 -0.013 0.001 0.127
N 0.545733 1.994780 2.907860 -0.115 -0.258 -0.132 0.142
C 0.013616 -0.222591 -3.467983 0.051 0.034 -0.045 -0.360
H 2.557645 -0.142030 -5.710516 -0.014 0.007 -0.001 0.113
H 1.157962 0.294800 4.470917 -0.019 -0.012 0.016 0.156
H -2.812951 0.253028 -4.096609 0.001 0.024 0.014 0.111
H -1.846726 3.250720 0.533830 0.038 0.052 -0.132 0.053
H 4.390934 5.032401 -2.805801 0.001 -0.012 0.014 0.112
H -5.155741 -0.440472 -3.812639 -0.001 -0.007 0.010 0.114
C -0.473760 -1.496321 -3.743577 -0.071 0.022 -0.075 -0.093
C 2.736315 4.054125 -1.811333 0.106 0.020 -0.040 -0.031
C 1.157368 -3.791193 4.260853 -0.001 0.046 -0.017 -0.059
C -0.724077 3.614344 -2.111030 -0.085 -0.001 0.000 -0.104
C 2.387556 -3.118073 -2.030865 0.041 -0.051 -0.002 -0.009
O -0.383166 -1.265976 1.364863 -0.044 -1.344 0.907 -0.309
C -0.156022 4.110898 2.069690 0.063 -0.028 0.069 -0.085
C 0.830274 -1.579628 3.373070 0.111 0.211 0.153 -0.143
H -1.361407 5.891262 -4.531444 0.006 -0.011 0.010 0.112
H -0.264516 -3.267145 -4.926466 0.009 0.003 0.014 0.114
H 1.554578 4.330566 3.326284 -0.013 -0.007 0.013 0.119
N 2.217441 0.450198 -1.369174 0.348 0.305 0.325 0.031
C 1.222764 -1.800483 -5.420172 0.000 -0.017 -0.003 -0.062
C 3.971111 4.085986 -2.492515 -0.068 0.047 0.038 -0.052
H -1.323123 -1.885844 -3.198582 0.014 -0.001 0.002 0.107
C -1.192808 4.929586 -4.064238 -0.010 0.014 -0.013 -0.058
F 4.365542 0.495684 0.663733 -0.155 -0.045 0.001 0.243
C 0.917131 -0.146019 3.508314 -0.110 -0.167 0.069 -0.019
C 0.125873 -2.279350 -4.718710 -0.005 0.010 -0.010 -0.060
O -0.218018 2.072125 0.741028 0.019 0.555 -0.073 -0.320
O -2.196436 4.123568 0.749403 0.069 -0.143 0.034 0.059
C -4.527006 -0.296355 -2.944521 -0.030 0.003 0.041 -0.052
C 1.102900 0.261592 -4.193655 0.035 -0.022 0.009 -0.103
H -1.088722 -2.648536 -0.459393 0.032 -0.018 0.055 0.098
P -0.660466 0.776585 -2.102888 0.364 -0.118 -0.259 1.121
B 3.243059 0.553531 1.410854 0.277 0.144 0.107 -1.143
F 2.282819 1.509963 0.869297 0.177 0.117 0.465 0.022
N -2.062172 0.292113 0.420897 0.224 0.121 -0.437 0.028
C -0.631156 6.803595 2.600864 -0.002 0.008 0.020 -0.062
C -4.232874 -0.332527 -0.555804 0.002 0.053 0.034 -0.013
H 1.482440 1.259332 -4.008317 0.001 -0.007 0.003 0.111
H 0.167085 -5.363654 3.185472 -0.005 0.003 0.019 0.115
C 2.840568 -0.677777 -1.676375 -0.314 -0.145 -0.157 -0.224
H -0.456266 -4.822695 -1.383411 -0.001 0.011 -0.027 0.112
N 0.643217 0.653657 2.542356 -0.081 0.290 0.370 -0.100
```
Forces are in eV/Å.

## Properties
- Kohn-Sham gap (eV) = 7.56
- charge = +1
- HOMO level (eV) = -10.7610
- energy (a.u.) = -3080.2531
- relative energy (zero: lowest compared OMol25 entry of this formula, charge and spin) (kcal/mol) = 18.3

***

Record 3
The following is a DFT calculation (ωB97M-V with the def2-TZVPD basis set) of a 5-piece molecular cluster, C24H41FO12P overall.

```
79
Properties=species:S:1:pos:R:3:forces:R:3:lowdin_charge:R:1
H -1.250829 -1.125335 -1.744888 0.081 -0.008 -0.048 0.144
H -6.007763 0.811691 -0.647169 0.597 -0.196 -0.082 0.095
C 5.105922 -1.510904 -2.477766 -0.109 0.136 0.024 -0.076
C -0.667618 -0.641005 1.645568 0.012 -0.047 0.251 -0.256
H -2.296430 0.886435 -0.769348 0.035 0.034 0.033 0.085
C -1.687831 -3.520489 6.090227 -0.112 0.005 0.019 -0.157
O -1.903255 -0.108782 2.021254 -0.031 0.108 -0.169 -0.343
H 3.172465 -2.059448 -1.554282 0.003 0.008 0.026 0.119
H 4.434396 -0.981771 0.235438 -0.006 -0.009 -0.004 0.128
C -0.465131 1.912995 -0.194490 -0.045 -0.118 0.165 -0.092
H 10.550544 1.190468 -0.736748 0.011 -0.010 -0.021 0.131
H -0.864969 -6.596763 5.202902 0.065 -0.011 -0.001 0.120
O -6.934608 -0.279961 -4.738642 -0.043 0.044 -0.010 0.123
H 0.093364 0.142057 1.607880 -0.039 -0.028 -0.077 0.101
O 7.021753 0.016051 -2.529464 -0.002 -0.003 -0.014 0.101
H -0.121565 -2.153548 0.217973 -0.031 -0.010 -0.024 0.141
C -7.201983 3.248819 -4.669476 -0.028 -0.022 0.024 -0.151
H -3.324975 1.662791 1.252333 -0.030 -0.049 0.060 0.106
C 10.858159 3.290699 -0.678617 0.049 -0.022 0.007 -0.491
H 8.123352 1.411944 -0.394605 0.007 0.000 0.006 0.102
O -2.152103 -1.946890 0.411285 -0.156 0.177 -0.170 -0.301
O -1.147568 -3.461134 4.767949 0.202 0.013 -0.078 0.013
O -5.693518 1.719858 -0.758021 -0.601 0.263 0.149 0.050
H -4.058370 -2.452374 1.562439 0.068 0.005 -0.065 -0.024
C 10.081144 2.080758 -1.160969 -0.108 0.102 0.005 -0.074
H 3.154821 -0.578982 -2.500680 -0.027 -0.015 0.013 0.116
H -5.176648 -0.711675 0.639456 0.033 0.000 0.108 0.068
C -4.188844 -0.227003 0.666982 -0.021 0.036 -0.081 -0.315
H -3.912025 -0.863026 2.921018 0.039 -0.073 0.015 -0.019
C -0.508266 -4.609579 4.455582 0.029 -0.038 0.092 -0.490
H -7.864729 1.759980 -3.183232 0.067 -0.048 0.070 0.127
H 0.248576 -5.616085 6.170115 0.012 -0.020 -0.011 0.125
C 8.683118 2.319367 -0.602598 0.003 0.018 -0.029 -0.154
O -6.535655 1.474568 -6.064570 0.010 -0.008 -0.019 0.013
H -2.356493 -2.203975 2.676786 0.038 -0.022 0.028 -0.012
H -3.808582 -0.233927 -0.355229 -0.023 -0.051 0.026 0.060
C 3.761683 -1.189626 -1.832571 -0.036 -0.023 -0.066 -0.155
H -2.787934 -5.369636 5.995470 -0.008 0.009 0.012 0.117
C -1.240553 0.888394 -1.033503 0.085 0.120 -0.122 -0.169
C -1.839520 -5.008777 6.395404 0.015 -0.030 -0.046 -0.157
O -5.380921 3.300214 0.763709 0.095 0.245 -0.046 0.090
H -4.688603 1.170710 2.224455 0.109 0.077 -0.003 0.114
H 10.124989 2.012526 -2.244177 0.054 -0.053 0.006 0.126
H 8.201666 3.850000 0.906377 0.025 0.029 -0.010 0.123
H -0.978037 2.124805 0.744256 0.007 -0.006 -0.020 0.065
C -6.841358 0.904136 -4.865761 0.053 -0.027 0.037 -0.481
H -0.333644 -1.386882 2.384683 0.014 0.023 -0.050 0.100
O 10.171077 3.897909 0.320576 0.012 0.011 0.010 0.016
C -0.682040 -5.601314 5.598572 -0.160 0.031 -0.008 -0.083
F 0.634714 -0.526828 -1.302104 0.183 0.015 -0.091 -0.062
C -0.746204 -0.544720 -0.967925 -0.262 -0.057 0.170 -0.260
P -3.129435 -1.373705 1.800500 -0.299 0.011 0.028 0.530
H 5.560739 -2.414433 -2.065323 0.014 -0.008 -0.017 0.130
H -6.122278 2.040720 -3.206196 -0.023 -0.060 0.043 0.118
C -5.174374 2.166418 0.437041 0.035 -0.262 -0.152 -0.510
C -4.310626 1.190906 1.196695 -0.141 -0.049 0.050 -0.181
O 11.915665 3.701181 -1.060692 -0.039 -0.011 -0.005 0.111
H -6.853819 4.159690 -4.187379 0.042 -0.017 0.005 0.116
H -1.190234 1.189000 -2.085084 0.004 -0.067 -0.003 0.107
H -0.989988 -3.028255 6.772971 0.004 -0.017 0.010 0.124
H -8.254214 3.379428 -4.928172 0.004 0.013 -0.007 0.114
C 4.183029 -0.361619 -0.627367 -0.080 -0.040 0.034 -0.138
H 8.099237 2.910730 -1.308148 -0.023 -0.021 0.002 0.123
C 5.968928 -0.332357 -2.071906 0.057 -0.011 0.045 -0.492
H 0.524106 1.535196 0.065995 0.042 0.097 -0.149 0.055
H -2.626914 -2.972546 6.087490 0.012 0.015 -0.028 0.128
O 5.384583 0.325042 -1.046566 0.028 0.003 0.015 0.015
H -1.812527 -5.226821 7.461549 0.036 0.019 0.004 0.109
H -6.777383 3.361517 -6.828935 0.001 -0.024 -0.011 0.119
C -0.889501 -1.369021 0.317862 0.267 -0.158 0.185 -0.360
H 3.448935 0.381570 -0.329804 0.023 0.029 -0.025 0.123
H 5.080307 -1.597854 -3.560754 0.059 -0.046 0.003 0.123
H 9.207213 2.519167 1.509162 -0.006 -0.010 -0.004 0.124
H -0.334939 2.847385 -0.742402 -0.043 0.003 0.044 0.065
O 0.099924 -4.765673 3.439434 0.006 0.010 0.037 0.123
C -6.403187 2.896599 -5.919380 0.007 0.038 0.011 -0.165
C 8.985780 3.145197 0.641325 -0.029 -0.054 0.009 -0.153
C -7.019552 1.991165 -3.825468 -0.090 0.101 -0.133 -0.078
H -5.342682 3.134664 -5.808305 -0.002 0.008 0.016 0.125
```
Forces are in eV/Å.

## Properties
- Kohn-Sham gap (eV) = 6.87
- charge = -1
- HOMO level (eV) = -4.6662
- energy (a.u.) = -2283.2726
- relative energy (zero: lowest compared OMol25 entry of this formula, charge and spin) (kcal/mol) = 0.0